1.
This record from the Open Molecules 2025 dataset describes a structure of composition C26H22BrN5O2S2Tc. The level of theory is ωB97M-V/def2-TZVPD.

Each line ends with the Mulliken charge.
Atoms and positions in Å:
Tc: -0.0640 -0.2968 -0.0153  -0.95
S: 3.0391 -0.2170 3.2843  -0.08
C: 3.3063 -1.6516 2.3794  -0.55
C: 2.4171 -1.8025 1.3595  -1.02
C: 1.4789 -0.7318 1.2843  0.93
C: 1.7130 0.1977 2.2870  1.10
C: 0.8811 1.3840 2.3200  0.88
C: 0.9379 2.4064 3.2536  -1.02
C: 0.0662 3.4774 3.1321  -0.46
C: -0.8365 3.5038 2.0762  -0.90
C: -0.8421 2.4534 1.1821  -0.35
N: -0.0062 1.4104 1.2939  0.68
H: 4.1185 -2.3053 2.6597  0.50
H: 2.4334 -2.6448 0.6803  0.37
H: 1.6577 2.3498 4.0586  0.50
H: 0.0871 4.2852 3.8513  0.47
H: -1.5249 4.3254 1.9453  0.47
H: -1.5288 2.4383 0.3459  0.39
S: -1.9089 0.3916 -1.6558  -0.27
C: -1.5517 -1.2618 -2.0547  0.50
C: -2.2290 -2.0400 -2.9886  -0.86
C: -1.7995 -3.3343 -3.2121  -0.25
C: -0.7040 -3.8342 -2.5001  -0.88
C: -0.0837 -3.0261 -1.5823  -0.22
N: -0.4988 -1.7641 -1.3599  0.40
H: -3.0689 -1.6138 -3.5191  0.52
H: -2.3059 -3.9581 -3.9366  0.45
H: -0.3436 -4.8399 -2.6594  0.48
H: 0.7662 -3.3715 -1.0074  0.36
O: 6.3643 0.7793 1.9425  -0.47
C: 6.6505 1.3036 0.6641  -0.50
N: 5.5245 0.9442 -0.1632  -0.15
C: 4.9365 1.8005 -1.0321  0.01
O: 5.3152 2.9237 -1.2728  -0.58
C: 3.6898 1.2507 -1.6863  0.04
C: 3.5486 1.1546 -3.0658  -0.14
C: 2.3226 0.7436 -3.5655  -1.16
C: 1.3028 0.4236 -2.6911  -0.17
N: 1.4370 0.4888 -1.3543  0.71
C: 2.6189 0.9304 -0.8806  -0.56
H: 7.1307 0.9001 2.5113  0.29
H: 7.5734 0.8777 0.2590  0.35
H: 6.7334 2.3913 0.6594  0.37
H: 5.1667 0.0112 -0.0345  0.25
H: 4.3729 1.4003 -3.7227  0.56
H: 2.1397 0.6845 -4.6288  0.45
H: 0.3430 0.1230 -3.0828  0.42
H: 2.7071 1.0427 0.1887  0.78
Br: -5.4659 -2.1858 1.1065  -0.11
C: -3.6650 -2.1988 1.6517  -0.58
C: -3.2112 -3.0317 2.6632  -0.03
C: -1.8705 -2.9565 3.0063  -1.01
C: -1.0339 -2.0985 2.3233  -0.33
N: -1.4654 -1.3093 1.3182  0.32
C: -2.7745 -1.3505 1.0163  -0.21
H: -3.8841 -3.7060 3.1756  0.50
H: -1.4688 -3.5676 3.8019  0.49
H: 0.0101 -2.0301 2.5852  0.61
H: -3.1429 -0.6826 0.2530  0.65

Cartesian forces, eV/Å:
Tc -0.065 0.844 0.499
S -0.102 -0.064 -0.209
C 0.064 0.167 0.206
C -0.099 -0.057 -0.261
C 0.011 -0.136 0.015
C -0.102 -0.302 -0.248
C 0.029 0.086 0.133
C -0.026 -0.061 -0.098
C -0.009 -0.047 -0.054
C 0.057 -0.020 0.044
C -0.120 0.112 -0.074
N -0.151 0.123 -0.074
H -0.023 -0.008 -0.012
H 0.076 -0.015 0.065
H -0.012 0.039 0.019
H 0.024 -0.006 0.003
H -0.012 -0.013 -0.017
H 0.012 -0.026 0.011
S 0.413 0.168 0.504
C 0.043 -0.092 -0.012
C 0.029 -0.102 -0.040
C 0.038 0.143 0.104
C 0.003 -0.009 0.000
C 0.155 -0.195 0.074
N -0.277 -0.566 -0.607
H 0.004 -0.004 -0.005
H -0.007 0.004 -0.001
H 0.006 0.009 0.002
H -0.032 0.037 0.025
O -0.137 -0.026 0.058
C 0.133 0.143 -0.123
N 0.023 0.006 0.128
C 0.006 -0.060 0.042
O 0.004 -0.073 -0.083
C -0.067 0.128 -0.010
C -0.087 -0.020 0.092
C 0.079 0.075 0.059
C -0.065 -0.042 -0.207
N 0.122 0.020 -0.069
C 0.022 -0.002 0.089
H 0.079 -0.003 0.013
H -0.027 -0.045 0.050
H -0.036 -0.002 -0.003
H -0.021 -0.015 -0.132
H -0.013 0.065 0.005
H 0.013 -0.046 0.000
H -0.007 -0.024 0.095
H 0.021 -0.074 0.009
Br 0.203 -0.014 0.092
C -0.041 0.024 0.000
C 0.001 0.055 -0.025
C -0.062 0.020 -0.013
C 0.095 -0.029 0.090
N 0.035 -0.065 -0.032
C -0.340 0.010 0.027
H -0.014 0.006 -0.016
H 0.019 0.013 0.000
H -0.002 -0.035 -0.053
H 0.132 -0.001 -0.074

## Properties
Spin multiplicity = 4
Max |F| = 0.98 eV Å⁻¹
Net charge = +2
Highest occupied orbital energy (spin up / spin down) = -14.20 / -14.22 eV
LUMO energy (spin up / spin down) = -5.877 / -8.074 eV
Calculated total energy = -132763.412 eV



2.
This record from the Open Molecules 2025 dataset describes a structure of composition C26H22ClN3O7V. The level of theory is ωB97M-V/def2-TZVPD.

Each line ends with the Mulliken charge.
Atoms and positions in Å:
V: -0.1250 0.4591 0.6468  0.53
C: -3.6528 2.4115 -6.8842  -0.88
O: -2.7823 3.0964 -6.0099  -0.44
C: -3.3382 3.6971 -4.9193  0.94
C: -4.7020 3.7581 -4.6693  -0.39
C: -5.1550 4.4011 -3.5222  -0.56
C: -4.2693 4.9375 -2.6058  -0.05
C: -2.9004 4.9021 -2.8825  -0.05
C: -2.4429 4.2904 -4.0297  -0.71
N: -4.8406 5.6349 -1.4810  -0.41
N: -4.3778 5.5618 -0.3288  -0.63
C: -3.3008 4.6826 0.0131  -0.18
C: -2.2274 5.2383 0.6671  -0.40
C: -1.0671 4.5184 0.9757  -0.94
C: -0.9783 3.1651 0.6679  1.19
O: 0.0610 2.4250 0.8706  -0.66
C: -2.1535 2.5562 0.0903  0.78
N: -2.0571 1.2157 -0.0843  -0.29
C: -3.0809 0.5379 -0.5366  -0.23
C: -4.2963 1.1712 -0.8495  -1.06
C: -4.4135 2.5247 -0.6989  -0.54
C: -3.3151 3.2803 -0.2302  0.46
H: -3.0242 1.9623 -7.6485  0.24
H: -4.3642 3.0944 -7.3581  0.34
H: -4.2034 1.6246 -6.3611  0.36
H: -5.4184 3.3237 -5.3512  0.38
H: -6.2175 4.4766 -3.3255  0.43
H: -2.1939 5.3390 -2.1913  0.42
H: -1.3846 4.2428 -4.2499  0.43
H: -2.2786 6.2945 0.9074  0.36
H: -0.2319 5.0057 1.4604  0.42
H: -2.9374 -0.5325 -0.6278  0.50
H: -5.1306 0.5775 -1.1984  0.39
H: -5.3522 3.0156 -0.9161  0.54
Cl: 8.0898 -0.3315 -1.2201  -0.24
C: 6.3983 -0.1200 -0.8450  0.48
C: 5.9422 -0.4441 0.4221  -0.74
C: 4.5977 -0.2730 0.7125  -0.21
C: 3.7270 0.2140 -0.2535  -0.14
C: 4.2045 0.5320 -1.5183  -0.18
C: 5.5464 0.3674 -1.8224  -0.78
C: 2.2743 0.3892 0.0615  1.43
O: 1.4840 0.7987 -0.8249  -0.73
O: 1.8604 0.0912 1.2127  -0.83
H: 6.6315 -0.8232 1.1638  0.40
H: 4.2037 -0.5144 1.6904  0.47
H: 3.5070 0.9083 -2.2546  0.46
H: 5.9329 0.6117 -2.8022  0.40
C: -0.0601 -1.7089 -1.4597  -0.79
O: -0.4940 -1.1145 -0.2846  -0.47
H: -0.9017 -1.8918 -2.1458  0.24
H: 0.4043 -2.6863 -1.2631  0.23
H: 0.6754 -1.0967 -1.9940  0.28
C: 0.5418 -0.2926 3.9914  -0.73
C: -0.9065 -0.0591 3.5837  0.49
O: -1.8156 -0.2130 4.3825  -0.71
O: -1.0756 0.3174 2.3538  -0.28
H: 0.6064 -0.5335 5.0500  0.31
H: 1.1352 0.5939 3.7649  0.21
H: 0.9565 -1.1086 3.3973  0.13

Cartesian forces, eV/Å:
V 0.051 -0.100 0.146
C 0.000 0.000 -0.002
O -0.001 0.002 0.002
C -0.005 -0.002 -0.007
C 0.005 -0.011 0.001
C -0.030 -0.018 0.046
C 0.074 0.030 0.148
C 0.007 -0.053 -0.013
C 0.007 0.021 0.009
N -0.024 -0.083 0.106
N -0.010 0.071 -0.168
C -0.100 -0.045 -0.094
C 0.007 0.028 0.027
C -0.030 -0.003 -0.027
C 0.031 0.040 -0.058
O -0.142 0.238 -0.040
C 0.022 -0.092 0.052
N 0.174 0.025 -0.017
C 0.092 0.032 0.049
C -0.050 -0.030 -0.026
C 0.001 0.031 -0.038
C 0.093 0.028 0.038
H -0.001 0.002 -0.001
H 0.000 -0.002 -0.001
H -0.001 0.001 0.000
H -0.001 0.003 0.000
H 0.002 0.004 0.008
H 0.015 0.006 0.003
H 0.000 0.001 0.001
H -0.005 0.001 -0.005
H 0.014 -0.023 -0.005
H 0.025 0.024 -0.031
H -0.004 0.007 0.014
H -0.019 0.038 -0.027
Cl -0.002 0.000 0.001
C 0.002 -0.002 0.003
C -0.006 0.002 -0.006
C -0.002 0.008 0.000
C 0.042 0.074 -0.026
C -0.001 -0.006 0.007
C 0.002 0.001 -0.005
C 0.077 0.094 -0.452
O 0.012 -0.089 0.112
O -0.215 -0.149 0.342
H 0.001 0.001 0.000
H 0.002 -0.002 0.006
H 0.003 0.003 0.001
H 0.001 -0.001 0.000
C 0.112 -0.124 0.006
O -0.261 0.152 0.062
H -0.010 0.026 0.013
H 0.002 0.014 0.025
H -0.001 0.009 -0.007
C -0.032 -0.020 0.023
C 0.268 -0.029 0.041
O -0.032 0.007 -0.014
O -0.148 -0.141 -0.233
H -0.030 0.001 0.003
H 0.003 -0.019 0.001
H 0.014 0.019 0.009

## Properties
Spin multiplicity = 3
Energy relative to the best compared isomer or geometry (same formula, charge and spin) = 0.0 kJ/mol
Max |F| = 0.47 eV Å⁻¹
Net charge = -1
Highest occupied orbital energy (spin up / spin down) = -4.76 / -4.89 eV
LUMO energy (spin up / spin down) = 2.271 / 2.271 eV
Calculated total energy = -84337.233 eV



3.
This record from the Open Molecules 2025 dataset describes a structure of composition C26H22CoN3OPS2. The level of theory is ωB97M-V/def2-TZVPD.

Each line ends with the Mulliken charge.
Atoms and positions in Å:
Co: -2.1603 1.0865 -0.3095  -0.43
C: 1.3937 2.8244 -1.3265  -1.63
C: 0.1003 2.4259 -0.7245  0.92
N: -0.6497 1.4938 -1.1978  0.66
N: -0.3953 0.7616 -2.3147  -0.83
C: -1.4491 0.0076 -2.5487  0.94
O: -2.4998 0.0303 -1.7690  -0.84
C: -1.4522 -0.8993 -3.7013  0.48
C: -0.3773 -0.9092 -4.5921  -0.30
C: -0.3890 -1.7746 -5.6705  -0.71
C: -1.4675 -2.6298 -5.8629  -0.35
C: -2.5365 -2.6210 -4.9779  -0.72
C: -2.5325 -1.7570 -3.8959  -0.38
C: -0.4757 3.0565 0.4844  0.68
C: 0.0923 4.1104 1.1579  -0.51
C: -0.5938 4.6554 2.2436  -0.55
C: -1.8025 4.1151 2.6230  -0.61
C: -2.3020 3.0285 1.9149  -0.08
N: -1.6662 2.5324 0.8647  0.12
H: 1.5703 2.2626 -2.2383  0.32
H: 2.1946 2.6097 -0.6137  0.29
H: 1.4042 3.8942 -1.5416  0.49
H: 0.4513 -0.2322 -4.4349  0.44
H: 0.4395 -1.7824 -6.3658  0.40
H: -1.4738 -3.3052 -6.7082  0.40
H: -3.3736 -3.2883 -5.1316  0.41
H: -3.3580 -1.7412 -3.1985  0.42
H: 1.0418 4.5142 0.8363  0.48
H: -0.1737 5.4915 2.7857  0.45
H: -2.3507 4.4957 3.4720  0.44
H: -3.2268 2.5441 2.1980  0.39
S: -0.3620 1.0409 3.7110  -0.43
P: -0.0975 -0.2681 2.3065  1.32
S: -1.6549 -0.6041 0.8851  -0.11
C: 1.3866 0.0363 1.3013  0.91
C: 1.5574 -0.4921 0.0216  -0.46
C: 2.7385 -0.2722 -0.6711  -1.03
C: 3.7613 0.4637 -0.0892  -0.66
C: 3.5990 0.9901 1.1862  -0.74
C: 2.4150 0.7822 1.8798  -0.47
C: -0.0429 -1.9722 2.9081  0.48
C: -0.5096 -2.2340 4.1936  -0.47
C: -0.4996 -3.5331 4.6775  -0.68
C: -0.0249 -4.5668 3.8839  -0.43
C: 0.4429 -4.3070 2.6019  -0.73
C: 0.4327 -3.0133 2.1104  -0.29
H: 0.7682 -1.0665 -0.4435  0.53
H: 2.8583 -0.6835 -1.6650  0.43
H: 4.6872 0.6231 -0.6267  0.42
H: 4.3985 1.5565 1.6466  0.42
H: 2.2815 1.1877 2.8753  0.40
H: -0.8656 -1.4186 4.8089  0.33
H: -0.8588 -3.7359 5.6774  0.40
H: -0.0150 -5.5792 4.2656  0.40
H: 0.8176 -5.1134 1.9860  0.41
H: 0.8041 -2.8205 1.1126  0.25

Cartesian forces, eV/Å:
Co -0.090 -0.069 0.111
C -0.016 0.063 0.024
C 0.019 -0.006 0.037
N -0.092 0.013 0.006
N 0.010 -0.056 -0.016
C 0.059 -0.063 0.040
O 0.023 0.018 0.015
C 0.004 0.028 -0.021
C -0.021 0.019 -0.008
C 0.005 0.009 0.007
C -0.003 -0.005 0.003
C -0.005 -0.008 -0.002
C 0.000 0.002 0.003
C 0.051 -0.021 -0.040
C -0.006 0.046 -0.003
C 0.031 -0.017 -0.009
C -0.002 -0.029 0.035
C -0.023 0.031 0.023
N 0.092 -0.117 0.009
H -0.012 0.012 0.000
H -0.030 0.030 -0.001
H -0.010 0.000 -0.002
H -0.007 -0.018 -0.001
H 0.001 -0.001 0.003
H -0.002 0.000 -0.001
H 0.000 0.000 -0.001
H 0.000 -0.003 0.000
H 0.007 -0.016 0.015
H 0.008 -0.002 -0.002
H -0.012 0.007 -0.011
H -0.002 -0.002 0.014
S -0.057 0.110 -0.093
P -0.064 0.026 0.033
S 0.093 0.138 -0.161
C 0.065 -0.014 -0.006
C 0.013 0.009 0.029
C 0.009 -0.052 0.003
C 0.026 -0.036 0.056
C 0.009 -0.012 -0.019
C -0.036 -0.001 0.008
C 0.011 -0.025 0.009
C 0.003 -0.007 -0.013
C 0.006 -0.011 -0.008
C -0.002 0.007 0.002
C 0.000 -0.008 0.002
C 0.005 0.010 -0.012
H -0.030 0.002 -0.026
H -0.003 0.005 0.001
H -0.002 0.004 -0.002
H -0.015 -0.007 -0.005
H 0.001 0.008 -0.029
H -0.002 -0.005 0.003
H -0.001 0.002 0.000
H 0.001 0.001 -0.002
H 0.001 0.002 0.001
H -0.006 0.007 -0.001

## Properties
Energy relative to the best compared isomer or geometry (same formula, charge and spin) = 141.1 kJ/mol
Max |F| = 0.23 eV Å⁻¹
Net charge = +1
Highest occupied orbital energy (spin up / spin down) = -11.38 / -11.38 eV
LUMO energy (spin up / spin down) = -5.176 / -5.047 eV
Calculated total energy = -102418.504 eV



4.
This record from the Open Molecules 2025 dataset describes a structure of composition C26H22MgN4O6SSe4. The level of theory is ωB97M-V/def2-TZVPD.

Each line ends with the Mulliken charge.
Atoms and positions in Å:
Mg: -0.4113 -0.1420 0.1302  1.11
C: -3.6979 6.1943 1.9330  -2.25
C: -2.8983 5.1031 1.2124  2.47
C: -3.8033 4.4440 0.1616  -1.66
C: -1.6794 5.7163 0.5067  -1.51
C: -2.3664 4.0421 2.1596  -0.41
C: -2.3034 4.1921 3.5499  -0.35
C: -1.7063 3.2420 4.3621  -1.05
C: -1.1732 2.1094 3.7761  1.80
S: -0.3258 0.7591 4.4666  -0.55
C: -0.1596 0.0723 2.8615  0.81
N: -0.6937 0.7901 1.9313  0.33
C: -1.2593 1.9311 2.3826  -1.54
C: -1.8396 2.8998 1.5861  -0.41
C: 0.5626 -1.1356 2.5763  0.77
C: 0.9734 -1.9890 3.5999  -0.72
C: 1.6741 -3.1355 3.2885  -0.82
C: 1.9969 -3.3974 1.9648  -0.47
C: 1.6043 -2.5251 0.9591  -0.41
C: 0.8546 -1.3866 1.2259  -0.40
H: -4.1244 6.8902 1.2099  0.43
H: -3.0622 6.7588 2.6116  0.40
H: -4.5145 5.7533 2.5027  0.45
H: -4.3090 5.2016 -0.4333  0.49
H: -4.5495 3.8120 0.6374  0.34
H: -3.2181 3.8290 -0.5148  0.36
H: -1.9946 6.4570 -0.2254  0.40
H: -1.1228 4.9404 -0.0141  0.34
H: -1.0043 6.1875 1.2197  0.34
H: -2.7066 5.0768 4.0246  0.36
H: -1.6428 3.3807 5.4333  0.37
H: -1.8348 2.7448 0.5213  0.19
H: 0.7041 -1.7591 4.6253  0.37
H: 1.9793 -3.8205 4.0698  0.36
H: 2.5437 -4.3035 1.7254  0.36
H: 1.8887 -2.7490 -0.0629  0.42
Se: 2.5980 2.3485 1.8461  -0.60
Se: 3.0528 3.1402 -0.2215  -0.24
Se: 1.9880 1.8260 -1.8814  -0.30
Se: -0.2601 2.1573 -1.7647  -0.49
O: -2.8331 -2.3325 -2.1318  -0.76
C: -2.1458 -2.1289 -1.1360  -0.41
O: -1.1980 -1.3081 -1.0411  -0.76
C: -2.4341 -2.9307 0.1275  0.87
C: -2.6760 -4.2893 0.0399  -0.28
C: -2.9184 -5.0283 1.2062  -0.37
C: -2.9420 -4.4107 2.4498  -0.50
C: -2.7305 -3.0410 2.5175  -1.14
C: -2.4719 -2.2968 1.3602  0.70
N: -2.7978 -2.3743 3.7700  1.21
O: -2.7727 -1.1455 3.7760  -0.56
O: -2.8913 -3.0516 4.7944  -0.70
N: -3.1602 -6.4191 1.1048  1.01
O: -3.3559 -7.0668 2.1389  -0.64
O: -3.1609 -6.9346 -0.0165  -0.63
H: -2.6795 -4.7903 -0.9144  0.58
H: -3.1438 -4.9871 3.3403  0.61
H: -2.3258 -1.2305 1.4186  0.61
C: -4.1540 0.4679 -2.3678  -1.11
C: -3.6245 0.5375 -1.0381  0.57
N: -3.1980 0.5902 0.0224  -0.27
H: -3.8726 -0.5052 -2.7758  0.27
H: -3.7051 1.2569 -2.9694  0.25
H: -5.2379 0.5759 -2.3574  0.36

Cartesian forces, eV/Å:
Mg 1.211 2.119 -1.050
C 0.166 -0.239 -0.073
C -0.047 0.234 -0.057
C 0.100 0.072 0.091
C -0.148 -0.037 0.004
C 0.032 -0.130 0.048
C -0.022 0.114 0.088
C 0.006 -0.059 0.155
C -0.024 -0.206 -0.431
S 0.107 0.090 -0.297
C -0.158 0.818 0.975
N -0.065 -0.711 -0.335
C -0.307 0.958 0.897
C -0.042 -0.015 0.169
C 0.738 -1.137 -0.024
C -0.247 0.155 0.158
C 0.050 -0.099 0.255
C 0.106 -0.119 -0.168
C 0.059 -0.287 0.156
C -0.102 0.108 0.070
H 0.028 0.036 -0.067
H 0.033 0.098 0.112
H -0.125 0.002 0.103
H -0.067 0.153 -0.101
H -0.145 -0.075 0.051
H 0.027 -0.116 -0.125
H -0.065 0.185 -0.134
H 0.124 -0.048 -0.084
H 0.027 0.038 0.084
H -0.025 0.044 -0.038
H -0.040 0.091 0.026
H 0.099 -0.001 -0.127
H 0.086 -0.086 0.124
H -0.009 -0.012 0.037
H 0.082 0.012 -0.029
H -0.043 -0.065 -0.083
Se -0.216 -0.389 0.847
Se 0.091 0.440 -0.926
Se 1.126 -0.229 0.060
Se -1.183 -0.309 0.541
O -0.350 -0.490 -0.073
C 0.090 0.014 -0.166
O -0.651 -0.816 -0.714
C -0.131 -0.054 -0.104
C -0.116 -0.403 0.446
C 0.385 2.087 -0.210
C -0.076 -0.140 0.228
C 0.132 -0.633 -1.983
C -0.005 -0.367 0.438
N -0.119 1.350 1.975
O -0.109 -1.147 -0.145
O 0.048 0.212 -0.681
N -0.323 -2.443 -0.142
O 0.136 0.636 -0.815
O -0.019 0.475 0.964
H -0.006 0.061 -0.107
H 0.051 0.068 -0.010
H -0.063 0.116 0.197
C -0.073 -0.082 -0.709
C -0.047 0.185 0.318
N 0.013 -0.104 0.449
H -0.014 0.054 -0.059
H 0.020 0.007 -0.033
H 0.007 0.017 0.033

## Properties
Energy relative to the best compared isomer or geometry (same formula, charge and spin) = 165.6 kJ/mol
Max |F| = 2.66 eV Å⁻¹
Net charge = -2
Highest occupied orbital energy = -0.33 eV
LUMO energy = 2.663 eV
Calculated total energy = -323230.724 eV